Record 1
The following is a quantum chemistry calculation of C3H5N3O in the gas phase at a distorted geometry, from OMol25.

Output
Frontier orbital gap in Ha: 0.328
Spin multiplicity: 1

Geometry as XYZ:
```
12
C3H5N3O, DFT ωB97M-V/def2-TZVPD
H -1.494 0.723 -2.573
H -0.196 1.492 -0.592
H 1.983 -0.349 1.762
N -0.853 -1.718 -0.710
C 1.090 0.257 1.575
O -1.361 -0.293 -2.446
H 0.456 0.405 2.558
C -0.377 0.483 -0.456
N 0.029 -1.537 0.306
C -0.930 -0.524 -1.284
H 1.493 1.265 1.336
N 0.160 -0.203 0.526
```

In elementary charge units, the Löwdin charges are: H 0.183; H 0.099; H 0.082; N 0.091; C -0.022; O 0.093; H 0.122; C -0.037; N 0.030; C -0.516; H 0.083; N -0.208

=====

Record 2
The following is a quantum chemistry calculation of C3H5N3O in the gas phase at a distorted geometry, from OMol25.

Output
Frontier orbital gap in Ha: 0.359
Spin multiplicity: 1

Geometry as XYZ:
```
12
C3H5N3O, DFT ωB97M-V/def2-TZVPD
N -3.287 1.362 -0.499
C -0.239 -0.127 0.173
N -1.193 0.088 -0.787
H 2.255 -1.404 0.267
C 0.143 0.511 1.269
H 1.032 0.222 1.805
H -0.502 1.266 1.683
O 0.527 -1.071 -0.611
C -2.298 0.783 -0.632
H 2.182 0.020 -0.568
H -0.570 -0.678 -1.498
N 1.949 -0.973 -0.602
```

In elementary charge units, the Löwdin charges are: N 0.138; C -0.382; N 0.043; H 0.089; C 0.071; H 0.055; H 0.065; O -0.177; C -0.328; H 0.096; H 0.254; N 0.076

=====

Record 3
The following is a quantum chemistry calculation of 2 unconnected molecules or ions with the total composition C3H5N3O at a distorted geometry, from OMol25.

Output
Frontier orbital gap in Ha: 0.317
Spin multiplicity: 1

Geometry as XYZ:
```
12
C3H5N3O, DFT ωB97M-V/def2-TZVPD
O -0.318 -1.287 -2.459
N 0.850 1.238 0.090
H 1.803 -0.361 1.794
H -1.421 0.558 -0.558
H 0.776 2.775 -0.965
N -1.028 -0.221 -0.042
N 0.200 1.966 -0.701
C -0.611 -1.798 -1.478
H -1.673 -0.755 0.516
C 0.833 -0.656 1.442
C 0.194 0.097 0.530
H 0.396 -1.556 1.832
```

In elementary charge units, the Löwdin charges are: O 0.010; N -0.012; H 0.056; H 0.084; H 0.066; N 0.013; N 0.079; C -0.045; H 0.105; C 0.091; C -0.508; H 0.059

=====

Record 4
The following is a quantum chemistry calculation of C3H5N3O in the gas phase, from OMol25.

Output
Frontier orbital gap in Ha: 0.293
Spin multiplicity: 1

Geometry as XYZ:
```
12
C3H5N3O, DFT ωB97M-V/def2-TZVPD
N 0.617 1.602 0.097
C 1.729 0.595 0.044
O 1.034 -2.362 0.142
H -2.365 -0.708 -0.732
H 0.378 2.130 -0.739
H 2.736 0.636 0.414
N -0.185 -2.123 0.122
C 0.513 0.110 0.077
N -1.885 -0.371 0.100
H -2.373 -0.781 0.892
H 0.333 2.066 0.960
C -0.526 -0.797 0.100
```

In elementary charge units, the Löwdin charges are: N 0.112; C 0.050; O -0.121; H 0.069; H 0.148; H 0.100; N -0.060; C -0.181; N 0.047; H 0.069; H 0.152; C -0.386

=====

Record 5
The following is a quantum chemistry calculation of 2 unconnected molecules or ions with the total composition C3H5N3O at a distorted geometry, from OMol25.

Output
Frontier orbital gap in Ha: 0.409
Spin multiplicity: 1

Geometry as XYZ:
```
12
C3H5N3O, DFT ωB97M-V/def2-TZVPD
N -1.917 1.658 1.246
H 1.179 -0.496 -1.270
C -1.080 1.840 0.378
N -1.272 -1.178 0.598
N -0.135 2.046 -0.386
C -0.185 -1.020 0.238
C 1.205 -0.922 -0.258
H -0.357 2.523 -1.253
O 1.843 -2.171 -0.195
H 1.325 -2.799 -0.716
H -2.372 0.748 1.246
H 1.766 -0.228 0.371
```

In elementary charge units, the Löwdin charges are: N 0.145; H 0.120; C -0.399; N 0.154; N 0.129; C -0.186; C -0.259; H 0.071; O -0.044; H 0.099; H 0.044; H 0.126

=====

Record 6
The following is a quantum chemistry calculation of a molecular structure, C3H5N3O at a distorted geometry, from OMol25.

Output
Frontier orbital gap in Ha: 0.348
Spin multiplicity: 1

Geometry as XYZ:
```
12
C3H5N3O, DFT ωB97M-V/def2-TZVPD
O 0.088 -0.781 -0.489
H 1.093 -0.202 -2.134
H -0.978 -2.236 0.011
N 0.604 0.838 0.981
C 0.664 0.517 -0.201
H 0.814 2.111 -1.707
C -0.555 -1.374 0.469
C -1.625 -0.316 0.969
H 1.247 1.707 1.226
H 0.131 -1.680 1.314
N 1.040 0.828 -1.327
N -2.522 0.589 0.887
```

In elementary charge units, the Löwdin charges are: O -0.129; H 0.288; H 0.114; N 0.143; C -0.747; H 0.292; C -0.276; C -0.113; H 0.138; H 0.133; N 0.074; N 0.082

=====

Record 7
The following is a quantum chemistry calculation of 2 unconnected molecules or ions with the total composition C3H5N3O4 at a distorted geometry, from OMol25.

Output
Frontier orbital gap in Ha: 0.376
Spin multiplicity: 1

Geometry as XYZ:
```
15
C3H5N3O4, DFT ωB97M-V/def2-TZVPD
O 1.320 2.810 -0.154
C 2.080 0.626 -1.031
H 1.931 1.490 -1.733
N 1.839 0.715 0.178
H 0.115 -1.535 0.353
O 0.334 1.766 1.466
H -1.538 -2.221 2.124
H 2.673 -0.255 -1.333
O -2.476 -0.153 -0.888
H -2.868 -1.609 1.064
N -1.313 -0.373 -0.712
C -0.894 -1.215 0.425
O -0.420 -0.054 -1.444
N 1.034 1.850 0.508
C -1.817 -1.843 1.177
```

In elementary charge units, the Löwdin charges are: O 0.065; C -0.023; H 0.117; N 0.072; H 0.100; O 0.106; H 0.061; H 0.103; O 0.098; H 0.076; N -0.412; C -0.059; O 0.045; N -0.453; C 0.102

=====

Record 8
The following is a quantum chemistry calculation of 2 unconnected molecules or ions with the total composition C3H5N3OS at a distorted geometry, from OMol25.

Output
Frontier orbital gap in Ha: 0.308
Spin multiplicity: 1

Geometry as XYZ:
```
13
C3H5N3OS, DFT ωB97M-V/def2-TZVPD
H -0.839 2.223 0.742
H 2.382 -1.236 0.449
C 0.373 -0.638 -0.124
H 1.811 0.328 1.169
N -0.081 -1.879 -0.238
N -0.610 0.233 -0.003
C -1.915 -0.421 0.116
O -1.586 -1.694 -0.231
H 2.110 0.185 -0.716
N -0.459 1.541 -0.400
C 1.763 -0.276 0.238
H 0.519 1.762 -1.039
S -3.469 -0.130 0.035
```

In elementary charge units, the Löwdin charges are: H 0.251; H 0.121; C -0.438; H 0.098; N 0.168; N -0.199; C -0.858; O -0.119; H 0.082; N 0.003; C -0.025; H 0.184; S 0.731

=====

Record 9
The following is a quantum chemistry calculation of C3H5N3OS in the gas phase at a distorted geometry, from OMol25.

Output
Frontier orbital gap (alpha / beta) in Ha: 0.277 / 0.277
Spin multiplicity: 1

Geometry as XYZ:
```
13
C3H5N3OS, DFT ωB97M-V/def2-TZVPD
H -3.078 -2.057 -0.323
H 1.110 1.177 -1.163
C 1.799 0.906 -0.415
N 1.653 1.083 0.835
N -0.567 1.000 0.750
S 3.305 0.565 -1.109
H -1.084 -1.972 -0.265
H 3.711 0.710 0.173
O -2.060 -0.252 -0.630
H -1.998 -1.508 1.035
C -2.066 -1.551 -0.054
N 0.454 1.314 1.371
C -1.179 0.584 -0.205
```

In elementary charge units, the Löwdin charges are: H 0.137; H 0.040; C -0.687; N -0.078; N 0.041; S 0.783; H 0.095; H -0.096; O -0.055; H 0.087; C -0.050; N -0.072; C -0.146

=====

Record 10
The following is a quantum chemistry calculation of C3H5N3OS in the gas phase at a distorted geometry, from OMol25.

Output
Frontier orbital gap in Ha: 0.353
Spin multiplicity: 1

Geometry as XYZ:
```
13
C3H5N3OS, DFT ωB97M-V/def2-TZVPD
N -0.892 -1.285 -0.275
N -2.315 -0.865 -0.225
C -1.148 1.335 -0.157
S 2.383 0.222 -0.362
H -1.424 2.227 0.353
H -1.021 1.637 -1.274
C 0.009 -0.474 0.183
H -3.351 0.837 0.192
H 1.330 -1.934 0.365
O -0.208 0.707 0.653
C -2.404 0.415 -0.061
H 2.668 1.460 0.658
N 1.293 -0.864 0.568
```

In elementary charge units, the Löwdin charges are: N 0.079; N 0.058; C -0.160; S 0.661; H 0.105; H 0.166; C -0.698; H 0.092; H 0.137; O -0.035; C -0.116; H 0.001; N -0.291

=====

Listing energy relative to the best compared isomer or geometry (same formula, charge and spin) for the structures above in their given order: 74.6; 122.2; 76.9; 152.3; 48.5; 157.8; 199.0; 146.4; 158.3; 107.6 kcal per mole.